[1]
The following is a quantum chemistry calculation of a cluster of 8 separate species, C14H44ClN2O9 in total, from the Open Molecules 2025 dataset.

* orbital gap: 8.32 eV
* charge: -1
* spin multiplicity: 1

Geometry (Å):
Cl 0.121 0.020 1.898
C 2.378 2.989 -4.439
O 2.405 2.461 -3.155
C 2.498 3.405 -2.121
C 2.644 2.732 -0.756
N 3.618 1.653 -0.760
C 3.733 1.124 0.618
C 4.812 0.040 0.672
O 4.606 -0.896 -0.359
C 5.252 -2.114 -0.146
H 1.440 3.551 -4.568
H 2.374 2.190 -5.177
H 3.189 3.680 -4.703
H 1.676 4.127 -2.176
H 3.440 3.963 -2.269
H 1.660 2.373 -0.450
H 2.850 3.522 -0.011
H 4.509 2.138 -0.891
H 2.772 0.744 0.985
H 4.073 1.918 1.303
H 4.675 -0.423 1.661
H 5.833 0.428 0.581
H 6.337 -2.032 0.001
H 5.012 -2.763 -0.985
H 4.845 -2.602 0.752
C -5.317 -3.711 -1.403
O -4.450 -3.300 -0.401
C -3.091 -3.615 -0.673
C -2.166 -2.737 0.138
N -2.073 -1.374 -0.364
C -3.313 -0.621 -0.348
C -2.993 0.877 -0.420
O -2.349 1.309 -1.623
C -3.082 1.024 -2.796
H -6.364 -3.618 -1.103
H -5.233 -4.753 -1.733
H -5.245 -3.047 -2.275
H -2.866 -3.464 -1.738
H -2.963 -4.694 -0.513
H -1.153 -3.153 0.174
H -2.400 -2.771 1.216
H -1.321 -0.925 0.153
H -3.954 -0.804 0.521
H -3.922 -0.854 -1.225
H -2.356 1.198 0.405
H -3.927 1.459 -0.401
H -2.921 -0.009 -3.119
H -2.644 1.664 -3.562
H -4.148 1.224 -2.658
C -2.555 -1.547 4.719
O -2.753 -1.132 3.397
H -1.720 -2.255 4.793
H -2.370 -0.745 5.442
H -3.420 -2.100 5.094
H -1.884 -0.978 2.998
C -0.753 3.850 1.933
O -1.334 2.869 2.820
H 0.039 4.331 2.509
H -0.392 3.350 1.036
H -1.519 4.582 1.685
H -0.828 2.063 2.626
O 0.417 0.361 -1.387
H 0.315 0.144 -0.444
H -0.403 0.823 -1.618
O 2.095 -2.015 3.816
H 3.024 -1.868 4.022
H 1.765 -1.145 3.531
O 2.016 -2.028 0.035
H 1.525 -1.375 0.560
H 2.237 -2.718 0.670

In the Mulliken picture, each atom carries the following charge in e: -0.79, -0.85, -0.17, -0.79, -0.23, -0.13, -0.27, -0.69, -0.16, -0.86, 0.31, 0.23, 0.32, 0.41, 0.33, -0.04, 0.40, 0.25, 0.10, 0.40, 0.31, 0.38, 0.32, 0.24, 0.29, -0.81, -0.29, -0.71, -0.58, 0.22, -0.26, -0.65, -0.33, -0.82, 0.25, 0.31, 0.31, 0.34, 0.47, 0.40, 0.32, -0.19, 0.35, 0.16, 0.30, 0.41, 0.25, 0.24, 0.36, -0.71, -0.34, 0.28, 0.25, 0.26, 0.26, -0.28, -0.49, 0.26, -0.03, 0.25, 0.25, -0.48, 0.02, 0.33, -0.60, 0.27, 0.29, -0.59, 0.19, 0.26


[2]
The following is a quantum chemistry calculation of a structure of composition C19H14Cl2N4O3Pd, from the Open Molecules 2025 dataset.

* orbital gap: 6.55 eV
* charge: +2
* spin multiplicity: 1
* relative energy (zero: lowest compared OMol25 entry of this formula, charge and spin): 13.6 kcal per mole

Geometry (Å):
Pd -0.047 -0.066 0.038
Cl -3.497 5.793 0.101
C -2.297 4.621 0.057
C -2.627 3.324 0.006
C -1.565 2.345 -0.029
N -1.661 1.059 -0.144
C -2.955 0.430 -0.475
O -3.895 1.062 -0.834
C -2.925 -1.024 -0.336
C -4.079 -1.745 -0.541
C -4.053 -3.111 -0.306
C -2.872 -3.668 0.137
C -1.749 -2.865 0.294
N -1.751 -1.552 0.050
C -0.136 2.799 0.111
C 0.165 4.216 0.095
C -0.852 5.083 0.064
Cl -0.557 6.737 0.049
N 0.683 1.803 0.190
C 2.127 2.035 0.427
O 2.552 3.079 0.803
C 2.935 0.852 0.137
C 4.306 0.900 0.280
C 5.040 -0.217 -0.087
C 4.359 -1.307 -0.594
C 2.976 -1.270 -0.673
N 2.252 -0.211 -0.302
H -3.659 3.028 -0.014
H -4.972 -1.229 -0.866
H -4.939 -3.715 -0.447
H -2.801 -4.722 0.368
H -0.826 -3.274 0.638
H 1.179 4.571 0.116
H 4.770 1.799 0.661
H 6.117 -0.225 0.003
H 4.886 -2.190 -0.931
H 2.436 -2.105 -1.075
C 1.365 -3.750 0.225
O 1.033 -2.492 0.855
H 0.741 -4.562 0.597
H 2.409 -4.007 0.399
H 1.185 -3.638 -0.842
H 1.200 -2.592 1.799

In the Mulliken picture, each atom carries the following charge in e: 1.30, -0.07, 0.18, -0.91, 0.72, -0.27, -0.19, -0.53, 0.66, -0.60, -0.34, -0.76, 0.01, -0.16, 0.76, -0.87, 0.14, -0.07, -0.20, -0.14, -0.53, 0.46, -0.51, -0.30, -0.76, -0.33, -0.09, 0.65, 0.47, 0.48, 0.43, 0.51, 0.67, 0.48, 0.48, 0.41, 0.73, -1.05, -0.33, 0.42, 0.36, 0.46, 0.20


[3]
The following is a quantum chemistry calculation of a cluster of 4 separate species, C23H48I2N3O10S3 in total, from the Open Molecules 2025 dataset.

* orbital gap: 7.09 eV
* charge: +1
* spin multiplicity: 1
* relative energy (zero: lowest compared OMol25 entry of this formula, charge and spin): 96.3 kcal per mole

Geometry (Å):
C 0.492 -1.902 3.832
C 1.746 -2.866 3.553
C 2.143 -2.980 1.992
I 4.101 -1.959 1.810
N 1.191 -2.212 1.093
N 1.598 -1.029 0.654
C 0.748 -0.350 -0.199
C 1.348 1.057 -0.735
N 0.260 1.951 -1.230
C 0.579 2.526 -2.579
C -0.658 -0.675 -0.736
C -1.129 -2.098 -0.200
C -2.544 -2.734 -0.582
O -2.456 -3.821 -1.518
C -3.448 -3.705 -2.565
C -0.053 -2.725 0.690
C -0.399 -4.197 1.251
C 0.329 -5.371 0.418
C 0.727 -4.958 -1.071
I 0.798 -6.736 -2.376
H 0.317 -1.899 4.957
H -0.440 -2.354 3.350
H 0.680 -0.847 3.445
H 2.625 -2.481 4.161
H 1.519 -3.940 3.899
H 2.329 -4.038 1.635
H 1.813 1.550 0.196
H 2.189 0.883 -1.477
H 0.214 2.706 -0.526
H 0.226 3.611 -2.619
H 1.705 2.517 -2.805
H -0.001 1.912 -3.345
H -1.283 -0.030 -1.425
H -3.097 -3.023 0.386
H -3.142 -1.890 -1.090
H -3.190 -2.793 -3.195
H -4.508 -3.566 -2.177
H -3.387 -4.640 -3.214
H -0.117 -4.329 2.342
H -1.523 -4.418 1.188
H -0.379 -6.276 0.373
H 1.256 -5.752 0.973
H -0.019 -4.254 -1.575
H 1.732 -4.407 -1.081
O 5.253 3.549 3.207
S 3.965 2.910 3.209
O 3.223 2.692 1.993
O 3.009 3.659 4.274
C 2.848 5.075 4.169
C 1.882 5.447 3.060
C 4.093 1.371 4.073
H 3.816 5.565 4.031
H 2.447 5.418 5.125
H 2.298 5.206 2.079
H 1.665 6.517 3.082
H 0.946 4.891 3.159
H 4.600 1.539 5.023
H 4.673 0.686 3.455
H 3.092 0.972 4.232
O 0.812 0.222 -7.479
S 1.051 1.537 -6.949
O 0.261 2.076 -5.872
O 1.067 2.599 -8.164
C -0.049 2.632 -9.057
C -1.229 3.366 -8.449
C 2.762 1.675 -6.516
H -0.328 1.621 -9.365
H 0.280 3.162 -9.953
H -1.646 2.810 -7.607
H -2.020 3.502 -9.189
H -0.924 4.344 -8.071
H 3.366 1.325 -7.352
H 2.937 1.053 -5.639
H 2.984 2.716 -6.285
O -4.589 0.162 1.879
S -3.476 -0.034 2.769
O -2.991 -1.349 3.107
O -3.744 0.785 4.133
C -4.969 0.561 4.835
C -4.929 -0.729 5.634
C -2.117 0.919 2.184
H -5.818 0.572 4.146
H -5.098 1.402 5.519
H -4.899 -1.598 4.974
H -5.812 -0.816 6.269
H -4.035 -0.768 6.260
H -2.460 1.932 1.979
H -1.757 0.446 1.270
H -1.329 0.922 2.938

In the Mulliken picture, each atom carries the following charge in e: -0.54, -0.33, -0.76, 0.13, 1.74, -1.00, -0.02, -0.11, -0.27, -0.84, -1.11, 1.10, -1.27, -0.21, -0.75, 0.14, -0.66, -0.87, -0.70, 0.03, 0.46, 0.08, -0.01, 0.40, 0.32, 0.35, 0.06, 0.35, 0.29, 0.35, 0.26, 0.27, 0.29, 0.29, 0.54, 0.33, 0.30, 0.23, 0.27, 0.49, 0.53, 0.33, 0.25, 0.39, -0.65, 1.09, -0.52, -0.28, -0.37, -0.94, -0.75, 0.34, 0.28, 0.27, 0.40, 0.23, 0.38, 0.18, 0.24, -0.65, 1.21, -0.56, -0.27, -0.35, -0.97, -0.94, 0.32, 0.27, 0.28, 0.39, 0.26, 0.34, 0.35, 0.32, -0.69, 1.20, -0.58, -0.28, -0.36, -0.96, -0.55, 0.33, 0.28, 0.27, 0.39, 0.26, 0.44, -0.09, 0.31


[4]
The following is a quantum chemistry calculation of a cluster of 2 separate species, C10H10N2O2 in total, from the Open Molecules 2025 dataset.

* orbital gap (spin up / spin down): 6.35 / 6.42 eV
* spin multiplicity: 1
* relative energy (zero: lowest compared OMol25 entry of this formula, charge and spin): 171.6 kcal per mole

Geometry (Å):
C -2.873 -2.816 -0.264
C -1.627 -3.019 -0.755
C -3.208 -1.649 0.444
C -2.159 0.665 1.118
C -2.256 -0.626 0.485
C -0.584 -2.094 -0.554
C -0.249 0.210 0.370
C 1.511 2.627 -0.101
C 3.731 1.514 0.556
C 2.505 1.733 -0.422
N -1.010 1.226 0.789
N -0.962 -0.896 0.017
O 0.637 -2.342 -0.635
O 2.632 1.170 -1.680
H -3.670 -3.541 -0.307
H -1.438 -3.992 -1.361
H -4.291 -1.519 0.796
H -2.790 1.190 1.788
H 0.888 3.078 -1.111
H 4.419 0.878 0.107
H 4.165 2.464 0.781
H 3.140 1.168 1.519
H 1.694 3.364 0.648
H 1.794 1.205 -2.230

In the Mulliken picture, each atom carries the following charge in e: -0.04, -0.59, -0.69, -0.79, 0.73, 0.57, 0.11, -1.03, -1.18, 1.01, -0.35, 0.22, -0.60, -0.54, 0.40, 0.28, 0.28, 0.43, 0.16, 0.37, 0.31, 0.25, 0.34, 0.33